55
Properties=species:S:1:pos:R:3:forces:R:3:nbo_charge:R:1 method="wB97M-V/def2-TZVPD" orbital_gap_ev=8.93 charge=0 homo_energy_ev=-10.94 de_lowest_kcal_mol=0.00
P 0.322653 0.560115 0.239552 -1.1 -0.5 -0.8 2.60
P 0.096710 5.090142 -1.152690 -0.2 2.2 -1.2 2.60
Na 2.449169 3.243141 0.380482 -0.8 0.0 -0.3 0.98
Na -2.947707 3.288568 -0.196877 0.9 0.0 -0.2 0.99
F 0.572107 5.138452 0.395492 0.2 -0.6 0.5 -0.61
F 1.010680 6.397866 -1.423475 -0.2 -0.7 0.1 -0.57
F -1.195103 6.009049 -0.772132 0.1 -0.5 0.3 -0.59
F 1.318946 4.069591 -1.488722 0.7 0.3 -0.1 -0.61
F 0.768841 1.649790 1.364391 1.1 0.4 0.0 -0.61
F -1.135532 1.293582 0.294468 -0.7 0.1 -0.3 -0.62
F -0.761349 3.739011 -0.837157 -1.1 0.0 0.2 -0.63
F -0.136472 -0.436413 1.429853 0.2 0.2 -0.2 -0.59
F 0.796906 1.560112 -0.967497 -0.1 -0.1 0.8 -0.60
F 1.777384 -0.093040 0.189941 0.3 -0.1 0.4 -0.58
F -0.378974 5.123807 -2.686043 0.2 -0.7 0.4 -0.57
F -0.263363 -0.474098 -0.865166 0.4 0.2 0.4 -0.58
O 5.540468 -1.581962 5.093345 0.2 0.1 0.3 -0.57
O 4.591362 -2.147429 3.142946 0.4 -0.1 0.1 -0.49
O 3.887693 -0.346079 4.208677 -0.7 0.4 0.5 -0.49
O -0.688619 1.308208 -4.859775 -0.8 0.0 0.1 -0.50
O -3.174667 -3.278028 2.863993 -0.1 0.0 0.0 -0.49
O -0.113462 -0.647253 -5.732843 -0.2 0.3 -0.7 -0.49
O -4.670263 -4.725789 2.050964 -0.4 0.0 -0.2 -0.57
O -4.552815 -2.615930 1.254296 -0.4 0.1 -0.2 -0.49
O -0.848671 1.011859 -7.082752 0.0 0.0 -0.2 -0.57
C -4.571264 -0.271101 1.843735 -0.1 0.0 0.6 -0.63
C 3.083276 -0.392788 3.037600 0.6 0.3 -0.9 -0.09
C -4.199313 -3.639685 2.039047 0.7 -0.3 0.7 0.97
C 4.748029 -1.366625 4.241849 0.1 -0.7 -0.6 0.97
C -2.753325 -1.959124 2.578897 0.0 0.7 -0.5 -0.10
C 0.113742 -0.799924 -4.351057 0.9 -1.0 1.0 0.07
C 1.563190 -1.151487 -4.041428 0.5 0.7 0.3 -0.63
C -0.370656 0.503351 -3.711327 1.0 -0.2 -1.1 -0.09
C 2.458485 -2.740902 2.190734 0.1 -0.1 0.4 -0.63
C -0.578200 0.600012 -6.006870 0.1 -0.3 0.6 0.97
C -3.723287 -1.478140 1.486320 0.2 0.5 -0.1 0.07
C 3.542207 -1.677581 2.317966 -1.0 0.0 -0.4 0.07
H 3.921153 -1.436079 1.323711 0.2 0.0 0.1 0.19
H -2.827731 -1.309656 3.452099 0.0 -0.3 0.2 0.18
H -0.440957 -1.675303 -3.997049 -0.4 0.3 -0.2 0.18
H -3.220697 -1.259079 0.542262 0.2 -0.1 0.1 0.19
H 2.296817 -0.435208 -4.428688 -0.3 -0.1 -0.6 0.21
H 2.836203 -3.630431 1.688371 0.1 0.1 0.0 0.23
H 1.801717 -2.159812 -4.370242 0.1 0.0 -0.1 0.22
H 3.356424 0.488003 2.450551 -0.2 0.0 0.0 0.16
H -3.974171 0.626169 2.036929 0.3 -0.1 -0.6 0.20
H 2.009446 -0.353023 3.209467 0.1 -0.1 0.5 0.21
H 1.588871 -2.375654 1.645918 0.1 0.1 0.0 0.23
H 2.142149 -3.046288 3.191115 -0.1 0.0 0.0 0.21
H 1.762109 -1.060679 -2.967362 -0.5 -0.4 0.1 0.22
H 0.459667 1.037041 -3.260046 -0.3 -0.2 0.6 0.21
H -5.074778 -0.371556 2.809943 -0.3 -0.5 -0.2 0.22
H -1.732081 -1.937359 2.208037 0.1 -0.2 0.2 0.21
H -5.291752 -0.123136 1.040760 -0.1 0.3 0.2 0.22
H -1.191195 0.258774 -3.044509 -0.3 0.8 0.0 0.20